Here is a 2-piece molecular cluster, C5H10O overall in a non-equilibrium geometry from the Open Molecules 2025 dataset. Energies are from ωB97M-V with the def2-TZVPD basis set.

CARTESIAN COORDINATES (ANGSTROEM)
C  -2.39  0.04  -0.84
C  -1.47  0.08  0.10
C  -0.25  0.81  0.38
C  0.69  0.24  1.14
C  2.18  0.73  1.36
H  -3.13  -0.63  -1.08
H  -2.40  0.81  -1.67
H  -1.78  -0.59  0.97
H  -0.09  1.65  -0.26
H  0.62  -0.76  1.52
H  2.95  0.11  0.89
H  2.32  0.88  2.43
H  2.38  1.75  0.97
O  -0.20  -1.54  -1.83
H  0.01  -1.94  -2.71
H  0.58  -1.65  -1.36

Its SMILES is C=C/C=C/C.O. The value obtained for the gap between HOMO and LUMO is 9.25 eV. Its energy above the lowest of the compared OMol25 structures with the same formula, charge and spin is 57.08 kcal per mole. As for the LUMO energy: 0.8 eV. The total energy is -271.6617 hartree.

Results of the Löwdin charge analysis, in e, for atoms 1 through 5:
1. C -0.02
2. C -0.24
3. C -0.14
4. C -0.14
5. C -0.09


Here is a 2-piece molecular cluster, C6H8N2O6 overall in a non-equilibrium geometry from the Open Molecules 2025 dataset. Energies are from ωB97M-V with the def2-TZVPD basis set.

CARTESIAN COORDINATES (ANGSTROEM)
C  1.85  0.71  -1.10
C  1.15  -1.56  -0.04
C  1.35  0.73  1.25
C  -1.62  -0.61  0.49
C  -0.99  0.34  -0.57
C  1.16  -0.01  -0.04
N  -1.09  1.72  -0.27
N  -1.88  -1.95  -0.07
O  1.96  2.05  -1.07
O  1.02  -2.11  -1.13
O  0.35  1.20  1.88
O  2.35  0.16  -2.05
O  1.07  -2.12  1.08
O  2.51  0.87  1.61
H  -2.73  -0.30  0.56
H  -1.00  -0.38  1.36
H  -0.90  -0.11  -1.59
H  -0.91  1.88  0.72
H  1.39  2.45  -0.38
H  -1.82  -2.76  0.52
H  -1.14  -2.21  -0.70
H  -2.08  2.01  -0.46

The value obtained for the gap between HOMO and LUMO is 7.00 eV. Its energy above the lowest of the compared OMol25 structures with the same formula, charge and spin is 41.18 kcal per mole. Its charge is -2. As for the LUMO energy: 6.3 eV. The total energy is -794.3531 hartree.

Results of the Löwdin charge analysis, in e, for atoms 1 through 5:
1. C -0.55
2. C -0.73
3. C -0.73
4. C -0.27
5. C -0.17


Here is one molecule with the formula HN3 in a non-equilibrium geometry from the Open Molecules 2025 dataset. Energies are from ωB97M-V with the def2-TZVPD basis set.

CARTESIAN COORDINATES (ANGSTROEM)
H  0.66  0.33  1.14
N  0.29  0.78  0.29
N  -0.23  -0.18  -0.36
N  -0.71  -0.93  -1.07

The value obtained for the gap between HOMO and LUMO is 11.38 eV. Its energy above the lowest of the compared OMol25 structures with the same formula, charge and spin is 1.18 kcal per mole. As for the LUMO energy: 1.2 eV. The total energy is -164.8035 hartree.

For reference, the Löwdin charges in units of e are:
1. H 0.07
2. N 0.06
3. N -0.31
4. N 0.19


| no. | HOMO level (eV) |
| --- | --- |
| 1 | -8.4 |
| 2 | -0.7 |
| 3 | -10.2 |